Entry 1:
Molecular formula: C12H23NO7P
Method: DFT, the ωB97M-V functional and the def2-TZVPD basis

Geometry as ORCA input:
```
! RIJCOSX wB97M-V def2-TZVPD def2/J DEFGRID3
* xyz -1 1
C 2.404 0.618 0.832
C 0.794 0.658 1.071
C -0.009 0.288 -0.284
C -1.279 1.280 -0.518
N -2.554 0.522 -0.410
C -3.597 1.238 0.405
C -3.809 2.748 -0.056
C -3.202 3.769 1.050
O -2.846 3.401 2.199
C -4.974 0.429 0.098
P -5.544 -0.623 1.546
O -6.313 0.269 2.528
O -4.317 -1.557 2.238
O -6.708 -1.734 0.905
H 2.831 -0.312 1.323
H 2.606 0.692 -0.286
H 2.847 1.550 1.331
H 0.572 1.725 1.424
H 0.490 -0.018 1.950
H 0.662 0.364 -1.211
H -0.344 -0.805 -0.227
H -1.154 2.120 0.239
H -1.236 1.702 -1.587
H -2.409 -0.376 0.083
H -4.926 3.016 -0.111
H -3.342 2.991 -1.088
H -3.077 4.898 0.837
H -5.821 1.098 -0.264
H -4.747 -0.303 -0.770
H -3.861 -1.022 2.930
H -7.375 -1.131 0.507
C 4.271 -3.127 -2.012
C 5.289 -2.022 -1.778
C 6.476 -2.439 -0.958
O 6.886 -1.212 -0.367
C 5.765 -0.445 -0.257
O 5.690 0.558 0.387
O 4.737 -0.975 -0.978
H 4.612 -4.088 -1.620
H 3.305 -2.891 -1.561
H 4.111 -3.269 -3.084
H 5.597 -1.580 -2.732
H 7.276 -2.865 -1.567
H 6.226 -3.141 -0.156
*
```

Results
Orbital gap: 3.556 eV
E_tot: -37927.0034 eV
E_HOMO: -1.5 eV
LUMO energy: 2.0314 eV

=====

Entry 2:
Molecular formula: C12H23NO9Rb
Method: DFT, the ωB97M-V functional and the def2-TZVPD basis

Geometry as ORCA input:
```
! RIJCOSX wB97M-V def2-TZVPD def2/J DEFGRID3
* xyz -2 2
Rb 2.360 3.964 0.024
C 1.732 0.515 1.161
C 0.511 0.209 0.339
C -0.022 -1.291 0.465
N -1.271 -1.674 -0.385
C -2.415 -0.694 0.004
C -3.765 -1.172 -0.517
C -4.131 -2.634 -0.104
C -3.051 -3.552 -0.607
C -1.598 -3.166 -0.176
C -1.052 -1.471 -1.892
H 1.827 -0.042 2.093
H 1.840 1.546 1.497
H 2.596 0.175 0.590
H 0.736 0.519 -0.681
H -0.237 0.921 0.689
H -0.356 -1.489 1.484
H 0.630 -2.069 0.069
H -2.381 -0.862 1.080
H -2.135 0.294 -0.363
H -4.563 -0.473 -0.267
H -3.750 -1.038 -1.599
H -4.169 -2.630 0.985
H -5.047 -3.002 -0.568
H -3.345 -4.531 -0.230
H -3.233 -3.660 -1.676
H -1.543 -3.376 0.893
H -0.738 -3.700 -0.581
H -1.990 -1.563 -2.438
H -0.300 -2.140 -2.309
H -0.611 -0.511 -2.163
O 0.577 1.882 -4.002
C -0.013 2.459 -2.941
O -1.204 2.170 -2.633
O 0.642 3.223 -2.199
H -0.181 1.460 -4.412
O 5.476 1.675 1.368
C 5.403 1.464 0.057
O 4.433 1.995 -0.599
O 6.297 0.870 -0.514
H 4.612 2.071 1.503
O 2.844 3.976 4.950
C 2.756 3.576 3.685
O 2.129 4.377 2.983
O 3.343 2.622 3.180
H 2.355 4.778 4.752
*
```

Results
Orbital gap (spin up / spin down): 2.051 / 6.017 eV
E_tot: -33390.5065 eV
E_HOMO (spin up / spin down): 1.6 / -2.3 eV
LUMO energy (spin up / spin down): 3.6542 / 3.7658 eV

=====

Entry 3:
Molecular formula: C12H24BrClMgO12
Method: DFT, the ωB97M-V functional and the def2-TZVPD basis

Geometry as ORCA input:
```
! RIJCOSX wB97M-V def2-TZVPD def2/J DEFGRID3
* xyz 0 1
Mg 0.221 0.427 -0.004
Cl -3.821 -0.568 -1.462
Br 4.141 1.706 1.295
C 1.171 5.626 -3.846
O -0.095 6.247 -3.649
C -0.950 5.697 -2.757
O -0.676 4.664 -2.088
O -2.069 6.444 -2.752
C -3.164 6.176 -1.929
H 0.966 4.572 -4.034
H 1.761 5.800 -2.947
H 1.754 6.025 -4.676
H -2.922 6.291 -0.873
H -3.539 5.157 -2.027
H -3.918 6.897 -2.242
C 4.610 -2.135 -4.725
O 3.594 -1.792 -5.675
C 2.410 -1.201 -5.317
O 2.061 -0.850 -4.214
O 1.732 -1.075 -6.453
C 0.426 -0.579 -6.547
H 4.352 -2.809 -3.908
H 5.148 -1.267 -4.343
H 5.305 -2.752 -5.293
H 0.235 -0.102 -7.508
H 0.159 0.148 -5.780
H -0.182 -1.477 -6.437
C 1.650 -6.072 3.818
O 1.379 -6.650 2.596
C 1.015 -5.840 1.519
O 0.791 -4.620 1.465
O 0.970 -6.595 0.357
C 1.343 -7.976 0.336
H 2.065 -6.790 4.524
H 0.604 -5.929 4.091
H 2.304 -5.202 3.869
H 1.435 -8.417 -0.657
H 0.736 -8.668 0.921
H 2.310 -8.119 0.818
C -1.819 1.557 7.912
O -1.345 1.814 6.571
C -2.127 2.127 5.544
O -1.940 1.702 4.408
O -3.288 2.654 6.063
C -4.488 2.770 5.414
H -1.224 0.692 8.205
H -2.889 1.347 7.917
H -1.696 2.410 8.580
H -4.475 2.753 4.325
H -4.893 3.745 5.685
H -5.128 2.040 5.910
*
```

Results
Orbital gap: 3.437 eV
E_tot: -125405.8590 eV
E_HOMO: -8.4 eV
Energy relative to the best compared isomer or geometry (same formula, charge and spin): 12.872 eV
LUMO energy: -4.9153 eV

=====

Entry 4:
Molecular formula: C12H24CdO16S
Method: DFT, the ωB97M-V functional and the def2-TZVPD basis

Geometry as ORCA input:
```
! RIJCOSX wB97M-V def2-TZVPD def2/J DEFGRID3
* xyz 0 1
Cd -0.199 0.530 -0.261
S -1.781 2.530 -1.238
O -1.679 3.971 -1.095
O -2.938 2.112 -2.029
O -0.493 1.947 -1.803
O -1.820 1.833 0.120
C -2.256 -0.356 -3.871
O -3.016 -1.194 -3.012
C -2.535 -1.415 -1.817
O -1.524 -0.914 -1.362
O -3.308 -2.284 -1.182
C -2.871 -2.665 0.112
H -1.224 -0.700 -3.961
H -2.290 0.676 -3.511
H -2.705 -0.352 -4.861
H -3.449 -3.541 0.400
H -3.152 -1.900 0.841
H -1.806 -2.881 0.125
C 2.236 -3.047 -1.453
O 2.675 -2.074 -2.366
C 2.136 -0.867 -2.255
O 1.442 -0.493 -1.336
O 2.442 -0.145 -3.303
C 1.731 1.094 -3.488
H 1.945 -2.594 -0.502
H 2.999 -3.789 -1.237
H 1.362 -3.573 -1.845
H 2.059 1.484 -4.444
H 1.894 1.768 -2.653
H 0.656 0.927 -3.562
C 1.722 4.092 -0.473
O 2.141 3.801 0.881
C 2.040 2.572 1.300
O 1.475 1.663 0.719
O 2.643 2.448 2.472
C 2.408 1.248 3.193
H 1.463 5.144 -0.492
H 0.808 3.546 -0.708
H 2.521 3.839 -1.166
H 2.905 1.362 4.154
H 2.848 0.403 2.669
H 1.345 1.172 3.428
C 0.784 -2.398 2.806
O -0.173 -1.563 3.444
C -0.888 -0.779 2.632
O -0.630 -0.598 1.468
O -1.902 -0.196 3.211
C -2.218 -0.460 4.562
H 1.163 -3.079 3.560
H 1.614 -1.814 2.405
H 0.337 -2.958 1.986
H -3.158 0.023 4.810
H -1.457 -0.033 5.217
H -2.323 -1.524 4.768
*
```

Results
Orbital gap: 7.609 eV
E_tot: -60993.0244 eV
E_HOMO: -7.7 eV
Energy relative to the best compared isomer or geometry (same formula, charge and spin): 0.051 eV
LUMO energy: -0.1172 eV

=====

Entry 5:
Molecular formula: C12H24CdO20S2
Method: DFT, the ωB97M-V functional and the def2-TZVPD basis

Geometry as ORCA input:
```
! RIJCOSX wB97M-V def2-TZVPD def2/J DEFGRID3
* xyz -2 1
Cd 1.511 -0.197 -8.697
S 4.210 1.614 -7.742
O 2.973 0.769 -7.894
O 4.947 1.294 -6.522
O 5.085 1.483 -8.912
O 3.819 2.989 -7.483
S -0.792 -1.376 -8.017
O -2.156 -0.868 -8.221
O -0.731 -2.648 -7.346
O 0.009 -1.379 -9.247
O 0.090 -0.390 -7.297
C 1.354 1.747 -5.528
O 1.381 3.050 -4.892
C 2.427 3.422 -4.140
O 3.551 3.045 -4.221
O 2.092 4.425 -3.290
C 0.846 5.107 -3.236
H 0.541 1.198 -5.051
H 2.259 1.169 -5.351
H 1.135 1.826 -6.591
H 0.451 4.867 -2.248
H 0.095 4.775 -3.956
H 0.779 6.181 -3.419
C 4.922 -2.467 -7.024
O 4.207 -3.441 -7.727
C 3.090 -3.188 -8.364
O 2.654 -2.067 -8.414
O 2.625 -4.331 -8.940
C 1.463 -4.146 -9.743
H 5.861 -2.840 -6.623
H 4.309 -2.055 -6.220
H 5.164 -1.592 -7.631
H 1.400 -4.976 -10.445
H 1.425 -3.205 -10.295
H 0.597 -4.048 -9.086
C 1.717 1.112 -12.703
O 3.045 0.623 -12.509
C 3.423 -0.069 -11.423
O 2.632 -0.492 -10.610
O 4.708 -0.232 -11.499
C 5.349 -1.122 -10.597
H 1.508 2.052 -12.189
H 0.980 0.389 -12.352
H 1.494 1.393 -13.732
H 6.417 -0.908 -10.571
H 5.321 -2.193 -10.807
H 4.998 -0.872 -9.597
C -2.131 0.997 -10.524
O -1.684 2.130 -9.749
C -0.400 2.310 -9.420
O 0.499 1.493 -9.489
O -0.217 3.590 -9.154
C 1.055 3.974 -8.683
H -1.423 0.167 -10.526
H -2.309 1.228 -11.577
H -3.053 0.571 -10.138
H 1.874 3.475 -9.199
H 1.163 3.839 -7.607
H 1.113 5.047 -8.873
*
```

Results
Orbital gap: 5.857 eV
E_tot: -80018.2852 eV
E_HOMO: -1.3 eV
Energy relative to the best compared isomer or geometry (same formula, charge and spin): 0.850 eV
LUMO energy: 4.5249 eV